Record 1
Here is a cluster of 2 separate species, C7H7N2 in total in a non-equilibrium geometry from OMol25. Energies are from the ωB97M-V functional and the def2-TZVPD basis.

Output
* frontier orbital gap (spin up / spin down): 4.89 / 6.25 eV
* ΔE to the lowest compared entry with this formula, charge and spin: 147.0 kcal per mole
* E_tot: -379.905770 Ha
* charge: +1

Cartesian coordinates (Å):
1 C -2.22 1.17 -0.34
2 C -2.27 -0.13 0.07
3 C -0.84 1.49 -0.57
4 C -1.01 -0.69 0.07
5 C -0.27 -1.85 0.31
6 C 1.04 -1.41 -0.04
7 C 3.26 0.73 0.19
8 N -0.11 0.38 -0.27
9 N 1.16 -0.16 -0.20
10 H -3.10 1.81 -0.44
11 H -3.25 -0.48 0.41
12 H -0.48 2.37 -1.09
13 H -0.47 -2.88 0.42
14 H 1.88 -2.00 -0.06
15 H 3.58 -0.03 0.89
16 H 3.09 1.66 0.64

=====

Record 2
Here is the molecule C2H5NOS in a non-equilibrium geometry from OMol25. Energies are from the ωB97M-V functional and the def2-TZVPD basis.

Output
* SMILES string: CN(O)C=S
* frontier orbital gap: 8.91 eV
* ΔE to the lowest compared entry with this formula, charge and spin: 65.4 kcal per mole
* E_tot: -607.302655 Ha
* charge: 0

Cartesian coordinates (Å):
1 C 1.70 0.27 -0.17
2 N 0.43 0.61 0.29
3 O 0.42 1.59 1.29
4 C -0.75 0.03 0.05
5 S -1.03 -1.32 -0.84
6 H 1.64 -0.59 -0.85
7 H 1.97 1.16 -0.77
8 H 2.40 0.07 0.67
9 H 0.02 1.11 2.12
10 H -1.57 0.60 0.62

=====

Record 3
Here is a cluster of 7 separate species, C14H28O28S7 in total in a non-equilibrium geometry from OMol25. Energies are from the ωB97M-V functional and the def2-TZVPD basis.

Output
* spin multiplicity: 2
* frontier orbital gap (spin up / spin down): 9.29 / 2.64 eV
* ΔE to the lowest compared entry with this formula, charge and spin: 35.1 kcal per mole
* E_tot: -5443.497114 Ha
* charge: +1

Cartesian coordinates (Å):
1 C 8.54 -21.18 -2.49
2 C 7.91 -21.82 -3.65
3 O 7.53 -20.87 -4.58
4 S 7.69 -19.32 -3.92
5 O 6.44 -19.05 -3.22
6 O 8.22 -18.34 -4.84
7 O 8.86 -19.86 -2.90
8 H 9.46 -21.75 -2.37
9 H 7.92 -21.13 -1.60
10 H 7.01 -22.37 -3.38
11 H 8.60 -22.53 -4.12
12 C 9.75 -15.59 -0.83
13 C 8.95 -16.59 -1.75
14 O 9.19 -16.14 -3.05
15 S 9.07 -14.49 -3.03
16 O 7.73 -13.87 -3.04
17 O 10.03 -13.99 -4.01
18 O 9.75 -14.36 -1.45
19 H 10.70 -16.00 -0.49
20 H 9.20 -15.39 0.10
21 H 7.88 -16.46 -1.60
22 H 9.44 -17.55 -1.56
23 C 5.33 -27.64 -1.93
24 C 3.94 -27.28 -1.46
25 O 3.97 -25.92 -1.53
26 S 4.84 -25.31 -2.79
27 O 5.52 -24.09 -2.40
28 O 4.11 -25.38 -4.10
29 O 5.90 -26.61 -2.69
30 H 5.18 -28.48 -2.60
31 H 6.02 -27.86 -1.12
32 H 3.86 -27.41 -0.38
33 H 3.23 -27.85 -2.06
34 C 14.13 -25.03 -5.58
35 C 13.73 -23.57 -6.05
36 O 12.36 -23.48 -6.09
37 S 11.53 -24.87 -5.62
38 O 11.22 -25.79 -6.74
39 O 10.38 -24.52 -4.72
40 O 12.91 -25.33 -4.84
41 H 14.99 -25.11 -4.91
42 H 14.34 -25.74 -6.37
43 H 13.89 -23.44 -7.12
44 H 14.02 -22.69 -5.48
45 C 3.39 -20.08 -4.14
46 C 3.07 -21.64 -4.26
47 O 2.66 -22.14 -3.09
48 S 2.90 -21.14 -1.84
49 O 4.28 -21.40 -1.30
50 O 1.72 -21.19 -0.99
51 O 2.72 -19.82 -2.86
52 H 3.02 -19.37 -4.89
53 H 4.47 -19.96 -4.22
54 H 3.97 -22.13 -4.63
55 H 2.24 -21.69 -4.95
56 C 10.71 -21.22 0.75
57 C 11.85 -20.95 1.73
58 O 11.47 -21.44 3.07
59 S 9.82 -21.84 3.11
60 O 9.10 -20.63 3.44
61 O 9.47 -23.13 3.78
62 O 9.90 -22.13 1.46
63 H 11.03 -21.79 -0.12
64 H 9.95 -20.47 0.53
65 H 12.35 -19.98 1.66
66 H 12.56 -21.73 1.47
67 C 5.02 -16.20 -2.53
68 C 3.51 -16.21 -2.27
69 O 2.90 -15.84 -3.49
70 S 3.97 -15.02 -4.52
71 O 3.98 -13.65 -4.17
72 O 3.79 -15.38 -5.94
73 O 5.21 -15.82 -3.82
74 H 5.49 -17.17 -2.41
75 H 5.59 -15.44 -1.98
76 H 3.35 -15.37 -1.60
77 H 3.21 -17.06 -1.66

=====

Record 4
Here is a cluster of 5 separate species, H10O5 in total in a non-equilibrium geometry from OMol25. Energies are from the ωB97M-V functional and the def2-TZVPD basis.

Output
* SMILES string: O.O.O.O.O
* frontier orbital gap: 10.44 eV
* ΔE to the lowest compared entry with this formula, charge and spin: 28.4 kcal per mole
* E_tot: -382.178985 Ha
* charge: 0

Cartesian coordinates (Å):
1 O -0.35 24.83 13.73
2 H -0.12 24.02 13.28
3 H -0.45 24.49 14.65
4 O -3.15 25.16 13.44
5 H -2.99 24.22 13.22
6 H -2.31 25.38 13.78
7 O -5.72 24.28 13.94
8 H -6.02 24.22 14.83
9 H -4.84 24.70 13.92
10 O -3.96 25.90 10.72
11 H -3.56 25.38 11.45
12 H -4.78 26.13 11.15
13 O -3.30 22.47 12.73
14 H -2.73 21.94 13.32
15 H -2.73 22.71 12.01

=====

Record 5
Here is a structure of composition C4H8N2 from OMol25. Energies are from the ωB97M-V functional and the def2-TZVPD basis.

Output
* frontier orbital gap: 8.85 eV
* ΔE to the lowest compared entry with this formula, charge and spin: 119.6 kcal per mole
* E_tot: -266.531445 Ha
* charge: 0

Cartesian coordinates (Å):
1 C -1.79 1.08 -0.20
2 C 0.19 -1.32 0.11
3 C -0.50 0.70 0.40
4 C 1.81 -0.20 -0.08
5 N 0.53 1.30 0.74
6 N 1.70 0.76 0.88
7 H -2.10 2.05 0.21
8 H -1.71 1.18 -1.28
9 H 0.89 -2.07 -0.28
10 H -0.67 -1.39 -0.56
11 H -0.07 -1.61 1.13
12 H -2.56 0.34 0.03
13 H 1.60 0.05 -1.12
14 H 2.68 -0.85 0.03

=====

Record 6
Here is a structure of composition C24H42IrN2OSi2 in a non-equilibrium geometry from OMol25. Energies are from the ωB97M-V functional and the def2-TZVPD basis.

Output
* frontier orbital gap: 8.33 eV
* ΔE to the lowest compared entry with this formula, charge and spin: 0.0 kcal per mole
* E_tot: -1807.652614 Ha
* charge: +1

Cartesian coordinates (Å):
1 Ir 0.51 -0.57 0.00
2 N -1.12 -1.73 0.80
3 C -2.41 -1.86 0.07
4 C -3.02 -0.50 -0.24
5 C -2.88 -0.05 -1.68
6 C -1.48 -0.14 -2.27
7 N -0.47 0.51 -1.41
8 H -0.72 -2.66 0.89
9 H -1.34 -1.43 1.74
10 H -3.10 -2.44 0.70
11 H -2.24 -2.45 -0.83
12 H -2.57 0.23 0.44
13 H -4.08 -0.52 0.01
14 H -3.23 0.98 -1.76
15 H -3.54 -0.64 -2.32
16 H -1.47 0.36 -3.24
17 H -1.17 -1.17 -2.44
18 H -0.85 1.38 -1.03
19 H 0.35 0.77 -1.96
20 C 1.32 0.48 4.37
21 Si 1.56 0.34 2.53
22 C 1.75 -1.48 2.00
23 C 3.01 1.36 1.99
24 C 0.01 0.71 1.55
25 H 2.24 0.19 4.89
26 H 0.51 -0.15 4.75
27 H 1.10 1.52 4.64
28 H 2.73 -1.86 2.32
29 H 1.78 -1.69 0.90
30 H 0.99 -2.10 2.46
31 H 3.97 0.85 2.15
32 H 3.04 2.30 2.55
33 H 2.95 1.61 0.94
34 H -0.14 1.74 1.21
35 H -0.87 0.45 2.14
36 C 2.16 1.07 -4.09
37 C 3.46 0.71 -3.39
38 C 3.79 -0.76 -3.67
39 C 4.59 1.59 -3.94
40 Si 3.34 0.98 -1.52
41 O 2.04 0.10 -0.97
42 C 3.02 2.78 -1.11
43 C 1.77 3.33 -1.40
44 C 1.46 4.65 -1.09
45 C 2.40 5.45 -0.46
46 C 3.65 4.93 -0.16
47 C 3.95 3.61 -0.48
48 C 4.88 0.31 -0.69
49 C 6.13 0.93 -0.82
50 C 7.27 0.40 -0.22
51 C 7.18 -0.77 0.52
52 C 5.96 -1.41 0.66
53 C 4.83 -0.88 0.06
54 H 2.27 0.93 -5.17
55 H 1.87 2.11 -3.93
56 H 1.33 0.42 -3.77
57 H 3.87 -0.93 -4.75
58 H 3.01 -1.43 -3.29
59 H 4.74 -1.06 -3.22
60 H 4.63 1.50 -5.03
61 H 5.56 1.30 -3.55
62 H 4.43 2.65 -3.71
63 H 1.02 2.74 -1.90
64 H 0.48 5.05 -1.34
65 H 2.17 6.48 -0.21
66 H 4.39 5.54 0.33
67 H 4.92 3.23 -0.19
68 H 6.23 1.83 -1.41
69 H 8.22 0.90 -0.34
70 H 8.07 -1.18 0.99
71 H 5.89 -2.33 1.22
72 H 3.89 -1.41 0.15